(1)
The following is a quantum chemistry calculation of C3H6ClOPS in the gas phase at a distorted geometry, from OMol25.

```
! RIJCOSX wB97M-V def2-TZVPD def2/J DEFGRID3
* xyz 0 1
C 0.43 1.04 0.76
C 0.51 0.29 -0.45
C 1.27 -1.15 -0.28
O -0.82 -0.09 -0.97
P -2.32 0.22 -0.51
S -2.46 1.95 0.45
Cl -2.50 -1.41 0.75
H 0.01 0.61 1.64
H 0.99 1.98 0.71
H 0.87 0.75 -1.29
H 0.97 -1.74 -1.20
H 0.76 -1.49 0.60
H 2.28 -0.95 -0.22
*
```

**HOMO-LUMO gap (spin up / spin down)**: 6.40 / 8.21 eV
**Energy relative to the best compared isomer or geometry (same formula, charge and spin)**: 245.4 kJ/mol
**E_LUMO (spin up / spin down)**: -2.35 / -0.77 eV
**F_max**: 4.6 eV/A
**E_tot**: -37900.5530 eV

=====

(2)
The following is a quantum chemistry calculation of an isolated ion of composition C7H13N4O and charge +1 at a distorted geometry, from OMol25.

```
! RIJCOSX wB97M-V def2-TZVPD def2/J DEFGRID3
* xyz 1 3
C -1.56 -1.95 -1.04
C 0.13 -0.40 -0.23
C -0.69 0.62 -0.13
C 1.66 -0.20 -0.41
C -2.20 0.32 -0.10
C -0.23 2.03 -0.04
C 3.74 0.12 0.75
N -0.30 -1.68 -0.73
N -2.46 -1.05 -0.80
N -2.77 0.28 1.17
N 2.34 -0.13 0.73
O 2.00 -0.03 -1.56
H -1.78 -2.88 -1.52
H -2.71 1.02 -0.65
H 0.79 2.19 -0.33
H -0.32 2.53 1.00
H -0.88 2.82 -0.66
H 3.90 1.28 0.66
H 4.04 -0.39 1.68
H 4.37 -0.02 -0.11
H 0.47 -2.24 -1.15
H -3.42 -1.16 -1.09
H -3.74 0.15 1.29
H -2.37 -0.32 1.94
H 2.01 -0.91 1.31
*
```

**HOMO-LUMO gap (spin up / spin down)**: 6.56 / 6.96 eV
**Expectation value of S²**: 2.012
**Energy relative to the best compared isomer or geometry (same formula, charge and spin)**: 0.0 kJ/mol
**E_LUMO (spin up / spin down)**: -2.81 / -6.65 eV
**F_max**: 10.6 eV/A
**E_tot**: -15466.5888 eV

=====

(3)
The following is a quantum chemistry calculation of C16H34CuO3P2S as an isolated structure at a distorted geometry, from OMol25.

```
! RIJCOSX wB97M-V def2-TZVPD def2/J DEFGRID3
* xyz 0 2
P 0.70 1.84 0.40
P -1.49 0.13 -1.18
C 0.08 2.49 -1.24
C -1.33 1.98 -1.47
H 0.81 2.26 -2.04
H 0.12 3.58 -1.11
H -1.99 2.41 -0.70
H -1.64 2.21 -2.50
C -1.43 -0.06 -3.17
H -1.61 -1.10 -3.50
H -0.45 0.23 -3.58
H -2.17 0.57 -3.69
C -3.26 -0.34 -1.00
H -3.78 -0.13 -1.95
H -3.79 0.18 -0.16
H -3.23 -1.43 -0.80
C 2.35 2.67 0.25
H 2.91 2.66 1.20
H 2.21 3.71 -0.08
H 2.94 2.13 -0.50
C 0.06 2.85 1.75
H -1.04 2.83 1.71
H 0.47 3.87 1.64
H 0.40 2.41 2.70
Cu -2.40 0.93 0.90
C 1.55 -0.84 -1.96
C 2.61 0.00 -1.94
C 3.90 -0.47 -1.42
C 4.10 -0.79 0.12
C 3.37 0.05 1.06
C 2.02 -0.02 1.21
C 1.05 -1.06 0.70
C 1.20 -1.72 -0.79
C -2.34 0.99 2.86
H 0.69 -0.54 -2.58
H 2.53 1.04 -2.30
H 4.69 0.23 -1.71
H 4.05 -1.43 -1.92
H 3.89 -1.86 0.32
H 5.16 -0.67 0.34
H 3.92 0.62 1.83
H 1.64 0.57 2.10
H 0.00 -0.74 0.87
H 1.10 -1.84 1.49
H 1.90 -2.54 -0.63
H 0.19 -2.13 -0.88
H -3.07 1.78 3.03
H -1.40 1.25 3.36
H -2.74 -0.05 3.06
C -3.39 -4.13 0.90
S -2.48 -3.02 2.07
O -3.48 -2.83 3.12
O -1.28 -3.83 2.30
O -2.09 -1.74 1.38
H -3.80 -4.93 1.55
H -2.70 -4.61 0.18
H -4.23 -3.65 0.38
*
```

**HOMO-LUMO gap (spin up / spin down)**: 7.50 / 4.26 eV
**Expectation value of S²**: 0.778
**Energy relative to the best compared isomer or geometry (same formula, charge and spin)**: 502.5 kJ/mol
**E_LUMO (spin up / spin down)**: -0.19 / -3.25 eV
**F_max**: 3.5 eV/A
**E_tot**: -97330.3240 eV

=====

(4)
The following is a quantum chemistry calculation of C44H41N7O3PSTc as an isolated structure at a distorted geometry, from OMol25.

```
! RIJCOSX wB97M-V def2-TZVPD def2/J DEFGRID3
* xyz 1 2
Tc 1.85 0.81 -0.14
O 4.27 0.65 3.07
C 3.52 1.40 2.48
O 3.29 1.37 1.22
C 2.78 2.48 3.25
C 3.30 2.86 4.48
C 2.67 3.82 5.25
C 1.53 4.44 4.77
C 1.00 4.08 3.54
C 1.62 3.08 2.77
P 0.78 2.57 1.22
C 0.58 4.20 0.43
C -0.56 4.99 0.53
C -0.56 6.27 -0.01
C 0.57 6.76 -0.64
C 1.70 5.96 -0.76
C 1.71 4.69 -0.23
C -0.90 2.14 1.77
C -1.22 1.91 3.11
C -2.51 1.54 3.45
C -3.48 1.40 2.47
C -3.15 1.59 1.13
C -1.86 1.94 0.78
H 4.20 2.36 4.82
H 3.07 4.09 6.21
H 1.04 5.21 5.35
H 0.11 4.57 3.18
H -1.44 4.61 1.02
H -1.45 6.88 0.08
H 0.56 7.76 -1.05
H 2.57 6.34 -1.27
H 2.57 4.04 -0.32
H -0.48 2.03 3.88
H -2.76 1.37 4.48
H -4.48 1.12 2.74
H -3.90 1.47 0.36
H -1.58 2.07 -0.25
C -5.30 -10.77 -1.45
O -4.94 -10.09 -0.27
C -4.29 -8.90 -0.33
C -3.98 -8.32 0.90
C -3.32 -7.12 0.97
C -2.95 -6.44 -0.20
C -3.26 -7.03 -1.43
C -3.92 -8.24 -1.50
C -2.24 -5.19 -0.17
N -1.89 -4.50 -1.24
C -1.23 -3.41 -0.79
C -1.17 -3.42 0.61
N -1.82 -4.56 0.98
C -0.52 -2.42 1.37
C -0.48 -2.34 2.76
C 0.19 -1.28 3.34
C 0.85 -0.36 2.54
N 0.84 -0.40 1.21
C 0.13 -1.41 0.62
C 0.05 -1.35 -0.80
N 0.65 -0.28 -1.39
C 0.55 -0.19 -2.73
C -0.09 -1.13 -3.51
C -0.69 -2.23 -2.93
C -0.64 -2.35 -1.54
H -5.79 -11.68 -1.12
H -4.42 -11.04 -2.05
H -5.99 -10.19 -2.07
H -4.27 -8.84 1.80
H -3.09 -6.71 1.94
H -2.95 -6.53 -2.33
H -4.13 -8.67 -2.47
H -1.96 -4.88 1.92
H -0.99 -3.07 3.37
H 0.22 -1.16 4.41
H 1.42 0.43 3.00
H 1.03 0.67 -3.17
H -0.11 -1.00 -4.58
H -1.20 -2.99 -3.50
C 4.13 2.59 -3.03
C 4.09 1.23 -2.29
C 3.99 0.09 -3.33
C 5.37 1.04 -1.45
N 2.99 1.19 -1.45
H 4.98 2.62 -3.71
H 4.22 3.39 -2.31
H 3.21 2.71 -3.60
H 4.92 0.00 -3.88
H 3.18 0.27 -4.03
H 3.79 -0.85 -2.81
H 6.25 1.12 -2.08
H 5.35 0.06 -0.98
H 5.41 1.79 -0.66
N -1.77 5.00 -3.38
C -0.65 4.28 -3.27
N 0.49 4.78 -3.78
S -0.67 2.80 -2.51
H -1.82 5.84 -3.94
H -2.63 4.59 -3.07
H 0.53 5.70 -4.17
H 1.35 4.28 -3.62
*
```

**HOMO-LUMO gap (spin up / spin down)**: 6.43 / 6.25 eV
**Expectation value of S²**: 0.851
**E_LUMO (spin up / spin down)**: -3.34 / -3.45 eV
**F_max**: 4.7 eV/A
**E_tot**: -85187.1529 eV

=====

(5)
The following is a quantum chemistry calculation of C28H32N2O5 in the gas phase at a distorted geometry, from OMol25.

```
! RIJCOSX wB97M-V def2-TZVPD def2/J DEFGRID3
* xyz 0 1
C 2.63 4.94 -0.65
O 2.39 3.56 -0.77
C 1.11 3.10 -0.59
C 0.03 3.91 -0.30
C -1.22 3.36 -0.09
C -1.40 2.00 -0.17
C -0.33 1.16 -0.47
C -0.60 -0.32 -0.57
C 0.49 -1.11 -1.32
O 0.56 -1.08 -2.53
N 1.23 -1.92 -0.55
C 2.32 -2.74 -1.05
C 2.25 -4.13 -0.41
C 3.00 -3.95 0.91
C 4.19 -3.08 0.52
C 3.69 -2.18 -0.62
N -0.96 -0.93 0.70
C -1.99 -1.96 0.61
C -3.32 -1.34 0.28
C -3.95 -1.58 -0.93
C -5.15 -0.95 -1.22
C -5.74 -0.08 -0.32
C -7.03 0.61 -0.64
C -5.10 0.16 0.89
C -3.90 -0.46 1.19
C -0.41 -0.68 1.91
O -0.72 -1.31 2.91
C 0.63 0.39 2.01
C 2.00 0.30 2.01
C 2.47 1.60 2.32
C 1.37 2.37 2.49
O 0.25 1.64 2.33
C 0.93 1.71 -0.70
O 1.97 0.85 -0.95
C 2.82 1.15 -2.04
H 3.70 5.06 -0.81
H 2.38 5.30 0.35
H 2.08 5.51 -1.40
H 0.15 4.98 -0.23
H -2.06 4.00 0.14
H -2.38 1.56 0.00
H -1.49 -0.42 -1.21
H 1.17 -1.83 0.45
H 2.20 -2.77 -2.13
H 2.78 -4.85 -1.04
H 1.23 -4.47 -0.27
H 2.36 -3.45 1.64
H 3.31 -4.90 1.34
H 5.01 -3.71 0.17
H 4.56 -2.50 1.37
H 4.38 -2.19 -1.46
H 3.57 -1.14 -0.30
H -1.70 -2.69 -0.15
H -2.02 -2.45 1.59
H -3.51 -2.25 -1.64
H -5.63 -1.15 -2.17
H -6.87 1.68 -0.76
H -7.75 0.47 0.17
H -7.46 0.23 -1.56
H -5.54 0.84 1.60
H -3.41 -0.27 2.13
H 2.59 -0.57 1.83
H 3.50 1.90 2.39
H 1.24 3.40 2.75
H 3.69 1.73 -1.71
H 3.13 0.19 -2.45
H 2.29 1.71 -2.81
*
```

**HOMO-LUMO gap**: 9.01 eV
**Energy relative to the best compared isomer or geometry (same formula, charge and spin)**: 129.4 kJ/mol
**E_LUMO**: 0.69 eV
**F_max**: 1.0 eV/A
**SMILES**: COc1cccc([C@@H](C(=O)NC2CCCC2)N(Cc2ccc(C)cc2)C(=O)c2ccco2)c1OC
**E_tot**: -42772.7382 eV

=====

(6)
The following is a quantum chemistry calculation of C39H33N4O4PRhS as an isolated structure at a distorted geometry, from OMol25.

```
! RIJCOSX wB97M-V def2-TZVPD def2/J DEFGRID3
* xyz 1 5
Rh -0.24 -0.04 -0.52
O 1.52 -0.72 1.93
N 1.54 -0.12 0.73
C 2.82 0.42 0.63
C 3.38 1.16 -0.38
C 4.75 1.58 -0.18
C 5.41 2.34 -1.09
C 4.76 2.76 -2.27
C 3.45 2.36 -2.51
C 2.74 1.57 -1.62
P 1.06 1.12 -2.10
C 0.31 2.74 -2.52
C 0.78 3.92 -1.95
C 0.12 5.12 -2.20
C -1.01 5.16 -3.00
C -1.48 3.98 -3.56
C -0.83 2.79 -3.32
C 1.27 0.23 -3.70
C 2.53 -0.03 -4.25
C 2.65 -0.75 -5.43
C 1.52 -1.23 -6.08
C 0.27 -1.01 -5.53
C 0.15 -0.30 -4.34
H 0.78 -1.36 1.92
H 3.45 0.22 1.49
H 5.24 1.26 0.73
H 6.43 2.64 -0.91
H 5.28 3.38 -2.99
H 2.96 2.69 -3.41
H 1.65 3.91 -1.32
H 0.50 6.03 -1.75
H -1.52 6.09 -3.18
H -2.36 3.99 -4.20
H -1.20 1.88 -3.78
H 3.42 0.32 -3.75
H 3.63 -0.93 -5.84
H 1.62 -1.79 -7.00
H -0.62 -1.39 -6.00
H -0.83 -0.19 -3.90
O -5.16 -1.63 -0.32
C -4.52 -0.95 -1.06
O -3.26 -0.54 -0.70
C -4.84 -0.43 -2.39
C -6.00 -0.66 -3.11
C -6.14 -0.07 -4.35
C -5.12 0.74 -4.86
C -3.95 0.97 -4.15
C -3.83 0.37 -2.90
S -2.45 0.45 -1.78
H -6.78 -1.29 -2.69
H -7.03 -0.23 -4.94
H -5.24 1.20 -5.83
H -3.18 1.60 -4.56
C 4.05 -2.82 5.96
C 2.58 -2.52 6.01
C 2.04 -1.42 5.35
C 0.68 -1.13 5.42
C -0.17 -1.94 6.15
N -1.55 -1.70 6.32
C -2.37 -0.74 5.76
O -3.28 -0.24 6.38
N -2.17 -0.38 4.42
C -1.77 -1.15 3.34
C -1.49 -2.52 3.40
C -1.14 -3.19 2.24
C -1.08 -2.50 1.04
N -1.33 -1.18 0.98
C -1.67 -0.53 2.09
C 0.36 -3.05 6.81
C 1.71 -3.33 6.74
H 4.59 -2.09 5.36
H 4.23 -3.82 5.55
H 4.47 -2.81 6.97
H 2.68 -0.77 4.79
H 0.31 -0.24 4.93
H -1.93 -2.03 7.19
H -2.70 0.44 4.20
H -1.57 -3.05 4.34
H -0.93 -4.25 2.27
H -0.87 -3.00 0.11
H -1.91 0.52 1.98
H -0.29 -3.69 7.40
H 2.10 -4.19 7.26
*
```

**HOMO-LUMO gap (spin up / spin down)**: 6.90 / 5.30 eV
**Expectation value of S²**: 6.051
**Energy relative to the best compared isomer or geometry (same formula, charge and spin)**: 218.7 kJ/mol
**E_LUMO (spin up / spin down)**: -2.41 / -5.28 eV
**F_max**: 1.5 eV/A
**E_tot**: -78252.3961 eV

=====

Please write out number 4 again, unchanged.
The following is a quantum chemistry calculation of C44H41N7O3PSTc as an isolated structure at a distorted geometry, from OMol25.

```
! RIJCOSX wB97M-V def2-TZVPD def2/J DEFGRID3
* xyz 1 2
Tc 1.85 0.81 -0.14
O 4.27 0.65 3.07
C 3.52 1.40 2.48
O 3.29 1.37 1.22
C 2.78 2.48 3.25
C 3.30 2.86 4.48
C 2.67 3.82 5.25
C 1.53 4.44 4.77
C 1.00 4.08 3.54
C 1.62 3.08 2.77
P 0.78 2.57 1.22
C 0.58 4.20 0.43
C -0.56 4.99 0.53
C -0.56 6.27 -0.01
C 0.57 6.76 -0.64
C 1.70 5.96 -0.76
C 1.71 4.69 -0.23
C -0.90 2.14 1.77
C -1.22 1.91 3.11
C -2.51 1.54 3.45
C -3.48 1.40 2.47
C -3.15 1.59 1.13
C -1.86 1.94 0.78
H 4.20 2.36 4.82
H 3.07 4.09 6.21
H 1.04 5.21 5.35
H 0.11 4.57 3.18
H -1.44 4.61 1.02
H -1.45 6.88 0.08
H 0.56 7.76 -1.05
H 2.57 6.34 -1.27
H 2.57 4.04 -0.32
H -0.48 2.03 3.88
H -2.76 1.37 4.48
H -4.48 1.12 2.74
H -3.90 1.47 0.36
H -1.58 2.07 -0.25
C -5.30 -10.77 -1.45
O -4.94 -10.09 -0.27
C -4.29 -8.90 -0.33
C -3.98 -8.32 0.90
C -3.32 -7.12 0.97
C -2.95 -6.44 -0.20
C -3.26 -7.03 -1.43
C -3.92 -8.24 -1.50
C -2.24 -5.19 -0.17
N -1.89 -4.50 -1.24
C -1.23 -3.41 -0.79
C -1.17 -3.42 0.61
N -1.82 -4.56 0.98
C -0.52 -2.42 1.37
C -0.48 -2.34 2.76
C 0.19 -1.28 3.34
C 0.85 -0.36 2.54
N 0.84 -0.40 1.21
C 0.13 -1.41 0.62
C 0.05 -1.35 -0.80
N 0.65 -0.28 -1.39
C 0.55 -0.19 -2.73
C -0.09 -1.13 -3.51
C -0.69 -2.23 -2.93
C -0.64 -2.35 -1.54
H -5.79 -11.68 -1.12
H -4.42 -11.04 -2.05
H -5.99 -10.19 -2.07
H -4.27 -8.84 1.80
H -3.09 -6.71 1.94
H -2.95 -6.53 -2.33
H -4.13 -8.67 -2.47
H -1.96 -4.88 1.92
H -0.99 -3.07 3.37
H 0.22 -1.16 4.41
H 1.42 0.43 3.00
H 1.03 0.67 -3.17
H -0.11 -1.00 -4.58
H -1.20 -2.99 -3.50
C 4.13 2.59 -3.03
C 4.09 1.23 -2.29
C 3.99 0.09 -3.33
C 5.37 1.04 -1.45
N 2.99 1.19 -1.45
H 4.98 2.62 -3.71
H 4.22 3.39 -2.31
H 3.21 2.71 -3.60
H 4.92 0.00 -3.88
H 3.18 0.27 -4.03
H 3.79 -0.85 -2.81
H 6.25 1.12 -2.08
H 5.35 0.06 -0.98
H 5.41 1.79 -0.66
N -1.77 5.00 -3.38
C -0.65 4.28 -3.27
N 0.49 4.78 -3.78
S -0.67 2.80 -2.51
H -1.82 5.84 -3.94
H -2.63 4.59 -3.07
H 0.53 5.70 -4.17
H 1.35 4.28 -3.62
*
```

**HOMO-LUMO gap (spin up / spin down)**: 6.43 / 6.25 eV
**Expectation value of S²**: 0.851
**E_LUMO (spin up / spin down)**: -3.34 / -3.45 eV
**F_max**: 4.7 eV/A
**E_tot**: -85187.1529 eV

=====

Which value of E_tot does entry 6 give?
-78252.3961 eV

=====

Repeat the fourth record exactly.
The following is a quantum chemistry calculation of C44H41N7O3PSTc as an isolated structure at a distorted geometry, from OMol25.

```
! RIJCOSX wB97M-V def2-TZVPD def2/J DEFGRID3
* xyz 1 2
Tc 1.85 0.81 -0.14
O 4.27 0.65 3.07
C 3.52 1.40 2.48
O 3.29 1.37 1.22
C 2.78 2.48 3.25
C 3.30 2.86 4.48
C 2.67 3.82 5.25
C 1.53 4.44 4.77
C 1.00 4.08 3.54
C 1.62 3.08 2.77
P 0.78 2.57 1.22
C 0.58 4.20 0.43
C -0.56 4.99 0.53
C -0.56 6.27 -0.01
C 0.57 6.76 -0.64
C 1.70 5.96 -0.76
C 1.71 4.69 -0.23
C -0.90 2.14 1.77
C -1.22 1.91 3.11
C -2.51 1.54 3.45
C -3.48 1.40 2.47
C -3.15 1.59 1.13
C -1.86 1.94 0.78
H 4.20 2.36 4.82
H 3.07 4.09 6.21
H 1.04 5.21 5.35
H 0.11 4.57 3.18
H -1.44 4.61 1.02
H -1.45 6.88 0.08
H 0.56 7.76 -1.05
H 2.57 6.34 -1.27
H 2.57 4.04 -0.32
H -0.48 2.03 3.88
H -2.76 1.37 4.48
H -4.48 1.12 2.74
H -3.90 1.47 0.36
H -1.58 2.07 -0.25
C -5.30 -10.77 -1.45
O -4.94 -10.09 -0.27
C -4.29 -8.90 -0.33
C -3.98 -8.32 0.90
C -3.32 -7.12 0.97
C -2.95 -6.44 -0.20
C -3.26 -7.03 -1.43
C -3.92 -8.24 -1.50
C -2.24 -5.19 -0.17
N -1.89 -4.50 -1.24
C -1.23 -3.41 -0.79
C -1.17 -3.42 0.61
N -1.82 -4.56 0.98
C -0.52 -2.42 1.37
C -0.48 -2.34 2.76
C 0.19 -1.28 3.34
C 0.85 -0.36 2.54
N 0.84 -0.40 1.21
C 0.13 -1.41 0.62
C 0.05 -1.35 -0.80
N 0.65 -0.28 -1.39
C 0.55 -0.19 -2.73
C -0.09 -1.13 -3.51
C -0.69 -2.23 -2.93
C -0.64 -2.35 -1.54
H -5.79 -11.68 -1.12
H -4.42 -11.04 -2.05
H -5.99 -10.19 -2.07
H -4.27 -8.84 1.80
H -3.09 -6.71 1.94
H -2.95 -6.53 -2.33
H -4.13 -8.67 -2.47
H -1.96 -4.88 1.92
H -0.99 -3.07 3.37
H 0.22 -1.16 4.41
H 1.42 0.43 3.00
H 1.03 0.67 -3.17
H -0.11 -1.00 -4.58
H -1.20 -2.99 -3.50
C 4.13 2.59 -3.03
C 4.09 1.23 -2.29
C 3.99 0.09 -3.33
C 5.37 1.04 -1.45
N 2.99 1.19 -1.45
H 4.98 2.62 -3.71
H 4.22 3.39 -2.31
H 3.21 2.71 -3.60
H 4.92 0.00 -3.88
H 3.18 0.27 -4.03
H 3.79 -0.85 -2.81
H 6.25 1.12 -2.08
H 5.35 0.06 -0.98
H 5.41 1.79 -0.66
N -1.77 5.00 -3.38
C -0.65 4.28 -3.27
N 0.49 4.78 -3.78
S -0.67 2.80 -2.51
H -1.82 5.84 -3.94
H -2.63 4.59 -3.07
H 0.53 5.70 -4.17
H 1.35 4.28 -3.62
*
```

**HOMO-LUMO gap (spin up / spin down)**: 6.43 / 6.25 eV
**Expectation value of S²**: 0.851
**E_LUMO (spin up / spin down)**: -3.34 / -3.45 eV
**F_max**: 4.7 eV/A
**E_tot**: -85187.1529 eV

=====

Which value of F_max does entry 4 give?
4.7 eV/A